The following is a quantum chemistry calculation of an isolated molecule of CHN3O4 in a non-equilibrium geometry, from the OMol25 dataset.

```
! RIJCOSX wB97M-V def2-TZVPD def2/J DEFGRID3
* xyz 0 1
C -0.03 0.37 0.21
N 0.65 -0.11 -1.18
N 0.64 -0.58 1.15
N -1.43 0.00 -0.10
O -2.32 0.67 0.26
O 1.82 -0.16 -1.12
O 1.83 -0.50 1.17
O -1.53 -1.10 -0.65
H 0.37 1.42 0.26
*
```

Values from the calculation:
SMILES: O=NC(N=O)[N+](=O)[O-]
orbital gap (spin up / spin down): 8.1 / 8.1 eV

Results of the Löwdin charge analysis, in e, for atoms 1 through 2: atom 1 (C): -0.173, atom 2 (N): 0.074

---

The following is a quantum chemistry calculation of a cluster of 2 separate species, CHN3S2 in total in a non-equilibrium geometry, from the OMol25 dataset.

```
! RIJCOSX wB97M-V def2-TZVPD def2/J DEFGRID3
* xyz 0 1
C -0.24 -1.02 1.30
N -0.05 1.70 -0.03
N -0.04 1.47 -1.12
N 0.56 -1.00 0.43
S -1.52 -1.02 2.14
S 0.12 1.42 -2.63
H 1.17 -1.56 -0.09
*
```

Values from the calculation:
SMILES: N#[N+][S-].N=C=S
orbital gap: 10.2 eV

Results of the Löwdin charge analysis, in e, for atoms 1 through 2: atom 1 (C): -0.935, atom 2 (N): 0.181

---

The following is a quantum chemistry calculation of a cluster of 2 separate species, CHN3S2 in total in a non-equilibrium geometry, from the OMol25 dataset.

```
! RIJCOSX wB97M-V def2-TZVPD def2/J DEFGRID3
* xyz 0 1
C -1.89 -0.27 0.21
N 0.45 1.09 -0.94
N 1.15 0.43 -0.39
N 1.72 -0.14 0.48
S -1.60 -1.74 -0.22
S -2.43 1.14 0.57
H 2.59 -0.52 0.29
*
```

Values from the calculation:
orbital gap: 9.5 eV

Results of the Löwdin charge analysis, in e, for atoms 1 through 2: atom 1 (C): -1.444, atom 2 (N): 0.192

---

The following is a quantum chemistry calculation of a cluster of 2 separate species, CHN4O in total in a non-equilibrium geometry, from the OMol25 dataset.

```
! RIJCOSX wB97M-V def2-TZVPD def2/J DEFGRID3
* xyz -1 1
C -0.86 -0.79 -0.04
N 3.53 -1.09 0.09
N 2.68 -0.31 0.04
N -1.29 -1.85 -0.10
N 1.65 0.16 -0.34
O 1.02 1.26 -0.02
H -0.46 0.21 0.03
*
```

Values from the calculation:
orbital gap: 7.4 eV

Results of the Löwdin charge analysis, in e, for atoms 1 through 2: atom 1 (C): -0.138, atom 2 (N): 0.008

---

The following is a quantum chemistry calculation of the ion CHN4OS with charge -1 in a non-equilibrium geometry, from the OMol25 dataset.

```
! RIJCOSX wB97M-V def2-TZVPD def2/J DEFGRID3
* xyz -1 3
C 0.07 0.50 -0.01
N -2.08 -1.31 0.11
N -1.35 0.83 -0.10
N -1.97 -0.20 -0.04
N 0.38 -0.74 0.03
O 1.76 -0.90 -0.05
S 1.11 1.80 0.03
H 2.09 0.03 0.03
*
```

Values from the calculation:
⟨S²⟩: 2.0403
orbital gap (spin up / spin down): 5.2 / 5.5 eV

Results of the Löwdin charge analysis, in e, for atoms 1 through 2: atom 1 (C): -0.964, atom 2 (N): 0.041

---

The following is a quantum chemistry calculation of an isolated molecule of CHNO in a non-equilibrium geometry, from the OMol25 dataset.

```
! RIJCOSX wB97M-V def2-TZVPD def2/J DEFGRID3
* xyz 0 1
C 0.49 -0.13 0.04
H -1.32 0.56 -0.02
N 1.63 -0.15 -0.01
O -0.80 -0.28 -0.01
*
```

Values from the calculation:
SMILES: N#CO
orbital gap: 11.6 eV

Results of the Löwdin charge analysis, in e, for atoms 1 through 2: atom 1 (C): -0.393, atom 2 (H): 0.151

---

Which ΔE to the lowest compared entry with this formula, charge and spin belongs to each record? In order, 227.52; 14.47; 88.05; 184.58; 0.00; 111.74 kJ/mol.